{"formula": "C20H24BrNO4", "method": "the ωB97M-V functional and the def2-TZVPD basis", "charge": 0, "energy_ha": -3706.276521, "smiles": "CCCC(=O)C1=C(O)[C@H](C(=O)OC)C(C)(C)C/C1=N\\c1ccc(Br)cc1", "e_homo_ha": -0.298, "e_lumo_ev": 0.347, "elements": ["Br", "O", "O", "O", "O", "N", "C", "C", "C", "C", "C", "C", "C", "C", "C", "C", "C", "C", "C", "C", "C", "C", "C", "C", "C", "C", "H", "H", "H", "H", "H", "H", "H", "H", "H", "H", "H", "H", "H", "H", "H", "H", "H", "H", "H", "H", "H", "H", "H", "H"], "coordinates": [[-3.503, 2.902, 3.611], [4.652, 0.666, -2.396], [1.780, -4.200, -1.338], [3.396, 0.517, -0.550], [3.010, -2.554, -2.717], [-0.262, -0.982, 0.298], [-3.116, 0.884, 1.625], [0.288, -0.016, -3.806], [-0.981, -0.029, 0.975], [-0.355, 0.803, 1.909], [-0.157, -3.723, -0.078], [1.222, -1.919, -1.290], [-2.474, 1.701, 2.540], [1.017, -3.321, -0.918], [-2.372, 0.018, 0.851], [-1.098, 1.663, 2.690], [5.717, 1.214, -1.628], [0.557, 0.555, -1.374], [-1.459, -3.630, -0.885], [2.221, -1.644, -2.199], [2.510, -0.251, -2.680], [1.557, 2.026, -3.138], [3.543, 0.353, -1.731], [0.457, -0.810, -0.733], [1.219, 0.586, -2.749], [-2.660, -3.981, -0.018], [5.402, 2.145, -1.155], [-4.190, 0.923, 1.521], [-0.003, -4.757, 0.237], [-0.611, 2.304, 3.409], [6.531, 1.394, -2.325], [-2.568, -4.992, 0.371], [6.023, 0.510, -0.852], [0.719, 0.757, 2.016], [-1.405, -4.313, -1.736], [2.745, -3.445, -2.298], [-3.578, -3.919, -0.597], [-2.731, -3.294, 0.822], [0.772, -0.029, -4.779], [-0.619, 0.580, -3.884], [1.124, 1.183, -0.681], [-0.228, -3.072, 0.791], [0.648, 2.619, -3.209], [-2.862, -0.626, 0.136], [-1.573, -2.616, -1.272], [0.006, -1.034, -3.548], [2.206, 2.488, -2.396], [-0.451, 0.975, -1.432], [2.062, 2.054, -4.101], [2.985, -0.319, -3.663]]}

---

{"formula": "C20H24ClN3O3", "method": "the ωB97M-V functional and the def2-TZVPD basis", "charge": 0, "energy_ha": -1626.700134, "smiles": "COc1ccc(CNC(=O)N2CCN(c3cccc(Cl)c3)CC2)cc1OC", "e_homo_ha": -0.291, "e_lumo_ev": 0.495, "elements": ["Cl", "O", "O", "O", "N", "N", "N", "C", "C", "C", "C", "C", "C", "C", "C", "C", "C", "C", "C", "C", "C", "C", "C", "C", "C", "C", "C", "H", "H", "H", "H", "H", "H", "H", "H", "H", "H", "H", "H", "H", "H", "H", "H", "H", "H", "H", "H", "H", "H", "H", "H"], "coordinates": [[7.018, -2.791, -0.124], [-6.460, -1.605, 1.306], [-6.612, -1.643, -1.273], [-1.032, 2.876, -0.589], [3.213, 0.601, -0.081], [0.401, 1.146, -0.312], [-1.515, 1.318, 0.988], [-0.744, 1.844, -0.012], [-6.452, -1.610, 2.711], [2.713, 1.920, -0.414], [2.234, -0.458, -0.062], [-2.868, 1.811, 1.191], [5.071, -0.946, -0.101], [6.814, 1.143, 0.387], [-5.612, -0.758, 0.656], [4.557, 0.352, 0.022], [-6.763, -1.694, -2.670], [5.463, 1.393, 0.269], [-3.971, 0.897, -0.860], [-4.705, 0.087, 1.270], [6.427, -1.170, 0.033], [7.320, -0.142, 0.276], [1.385, 1.795, -1.153], [-3.884, 0.925, 0.519], [-4.870, 0.050, -1.492], [-5.696, -0.780, -0.754], [0.902, 0.050, 0.491], [4.429, -1.782, -0.321], [-7.075, -0.726, -3.077], [7.489, 1.963, 0.579], [-1.370, 0.359, 1.257], [-2.891, 2.816, 0.762], [1.524, 1.225, -2.079], [2.586, -1.255, 0.597], [-5.841, -2.016, -3.165], [-7.211, -2.332, 3.006], [5.106, 2.403, 0.390], [1.047, 0.367, 1.534], [8.375, -0.339, 0.374], [0.992, 2.781, -1.408], [2.073, -0.885, -1.063], [-5.481, -1.925, 3.109], [3.433, 2.434, -1.057], [-4.919, 0.053, -2.569], [-6.709, -0.627, 3.120], [2.564, 2.522, 0.494], [-3.335, 1.542, -1.447], [-3.056, 1.871, 2.267], [-7.545, -2.429, -2.853], [-4.630, 0.115, 2.346], [0.191, -0.785, 0.475]]}

---

{"formula": "C20H24CoIN2O2S3", "method": "the ωB97M-V functional and the def2-TZVPD basis", "multiplicity": 2, "charge": 1, "energy_ha": -3911.383079, "e_homo_ha": [-0.387, -0.387], "s_squared": 0.76, "e_lumo_ev": [-2.732, -2.728], "elements": ["I", "Co", "S", "S", "S", "O", "O", "N", "N", "C", "C", "C", "C", "C", "C", "C", "C", "C", "C", "C", "C", "C", "C", "C", "C", "C", "C", "C", "C", "H", "H", "H", "H", "H", "H", "H", "H", "H", "H", "H", "H", "H", "H", "H", "H", "H", "H", "H", "H", "H", "H", "H", "H"], "coordinates": [[-2.047, 2.044, -2.467], [0.222, 0.321, -1.019], [1.499, -1.317, 0.325], [1.865, 0.382, -2.591], [-0.768, -1.428, -2.124], [1.145, 1.748, -0.229], [-1.056, -0.131, 4.053], [-1.265, 0.524, 0.241], [2.424, 2.741, 2.934], [1.000, -2.875, -0.463], [-3.147, 0.702, -1.305], [-4.430, 0.351, -1.694], [1.473, 2.277, 3.768], [3.093, -0.938, -0.448], [-3.336, -0.715, 0.625], [3.343, 3.142, 0.730], [0.319, 1.682, 3.333], [-0.428, -2.803, -0.989], [3.090, -0.817, -1.965], [0.369, -1.794, -3.501], [0.154, 1.492, 1.942], [-5.165, -0.538, -0.922], [-1.093, 0.997, 1.427], [-4.618, -1.070, 0.236], [1.168, 1.909, 1.067], [-2.592, 0.176, -0.141], [2.288, 2.590, 1.640], [-0.726, 1.237, 4.314], [1.105, -0.544, -3.950], [-6.164, -0.812, -1.230], [4.058, 3.713, 1.317], [3.370, 0.010, 0.015], [-1.623, 1.863, 4.227], [-1.135, -2.643, -0.173], [-4.855, 0.772, -2.594], [1.863, -0.785, -4.695], [1.708, -3.119, -1.254], [1.664, 2.407, 4.826], [1.063, -3.673, 0.276], [1.060, -2.571, -3.181], [-1.965, 1.070, 2.072], [-0.709, -3.733, -1.484], [-2.894, -1.124, 1.528], [0.415, 0.171, -4.401], [3.877, 2.343, 0.208], [-0.335, 1.359, 5.325], [2.900, 3.774, -0.039], [4.073, -0.483, -2.297], [2.899, -1.778, -2.440], [3.830, -1.681, -0.143], [-0.221, -2.198, -4.324], [-1.575, -0.465, 4.792], [-5.189, -1.764, 0.839]]}

---

{"formula": "C20H24F4N3O8PbS2", "method": "the ωB97M-V functional and the def2-TZVPD basis", "charge": 1, "energy_ha": -2931.141285, "e_homo_ha": -0.440, "e_lumo_ev": -3.997, "elements": ["Pb", "S", "S", "F", "F", "F", "F", "O", "O", "O", "O", "O", "O", "O", "O", "N", "N", "N", "C", "C", "C", "C", "C", "C", "C", "C", "C", "C", "C", "C", "C", "C", "C", "C", "C", "C", "C", "C", "H", "H", "H", "H", "H", "H", "H", "H", "H", "H", "H", "H", "H", "H", "H", "H", "H", "H", "H", "H", "H", "H", "H", "H"], "coordinates": [[0.091, -0.547, -1.573], [3.528, 0.103, 0.069], [2.184, -2.948, -0.421], [-0.157, -0.138, 1.970], [0.782, 0.531, 4.437], [2.588, 3.341, 0.214], [3.446, 3.939, 2.614], [-1.755, -2.037, 0.733], [2.359, 0.254, -0.766], [3.123, -2.293, -1.293], [2.199, -4.371, -0.306], [3.501, 1.445, 0.993], [4.822, 0.050, -0.483], [0.766, -2.475, -0.685], [-2.093, -1.986, -1.456], [-1.724, 1.524, -2.066], [-3.742, -3.919, -1.584], [0.238, 1.713, 0.017], [-1.724, 1.313, -3.522], [0.311, 2.627, -1.116], [3.795, -0.754, 2.607], [-1.091, 2.797, -1.695], [2.826, -2.742, 3.546], [-3.368, -3.587, -0.211], [3.270, -1.092, 1.362], [1.174, 1.190, 3.358], [2.349, -3.102, 2.297], [3.576, -1.584, 3.693], [2.585, -2.297, 1.195], [2.070, 2.319, 3.580], [2.618, 2.914, 2.532], [1.043, 1.679, 0.992], [-2.327, -2.483, -0.215], [-3.062, 1.347, -1.480], [-2.678, 2.185, -4.330], [2.422, 2.367, 1.134], [-3.039, 1.167, 0.027], [0.725, 0.843, 2.148], [-1.710, 3.317, -0.964], [-3.295, -4.771, -1.900], [-4.056, 1.011, 0.389], [-4.225, -3.204, 0.343], [-2.545, 3.244, -4.107], [-4.740, -4.036, -1.691], [-0.698, 1.464, -3.877], [-3.497, 0.459, -1.946], [-1.968, 0.258, -3.705], [3.994, -1.321, 4.655], [2.645, -3.383, 4.397], [-2.966, -4.421, 0.364], [-1.014, 3.455, -2.564], [-2.490, 2.046, -5.395], [-2.640, 2.043, 0.539], [0.698, 3.604, -0.838], [-3.710, 2.192, -1.745], [2.266, 2.640, 4.593], [4.366, 0.153, 2.735], [-2.722, -2.468, -2.057], [-3.718, 1.925, -4.138], [1.002, 2.229, -1.871], [1.830, -4.038, 2.143], [-2.435, 0.309, 0.326]]}